No. 1
{
  "formula": "C4H8NO2",
  "method": "the ωB97M-V functional and the def2-TZVPD basis",
  "elements": ["O", "O", "N", "C", "C", "C", "C", "H", "H", "H", "H", "H", "H", "H", "H"],
  "coordinates": [[-0.701, 1.846, 0.329], [-0.452, 4.084, 0.230], [0.903, -3.464, -0.894], [-0.521, -2.302, 0.715], [-0.918, 3.022, 0.690], [0.499, -2.297, -0.422], [1.109, -1.012, -0.890], [-1.039, -1.364, 0.920], [0.005, -2.529, 1.646], [-1.218, -3.118, 0.546], [-1.670, 3.190, 1.519], [2.016, -0.811, -0.318], [1.537, -3.081, -0.017], [0.499, -0.104, -0.858], [1.435, -1.088, -1.927]],
  "total_charge": -1,
  "spin_multiplicity": 1,
  "e_lumo_ev": 3.3
}


No. 2
{
  "formula": "C3H10NOP",
  "method": "the ωB97M-V functional and the def2-TZVPD basis",
  "elements": ["P", "O", "N", "C", "C", "C", "H", "H", "H", "H", "H", "H", "H", "H", "H", "H"],
  "coordinates": [[0.551, -0.275, -0.059], [0.784, -1.585, -0.661], [0.870, -0.417, 1.595], [-1.292, 0.471, -0.391], [-2.080, -0.744, -0.258], [1.889, 0.985, -0.552], [-1.770, -1.538, -0.976], [-3.160, -0.527, -0.533], [2.174, 0.990, -1.567], [-1.330, 0.915, -1.378], [1.010, 0.384, 2.165], [1.496, 1.963, -0.172], [-1.495, 1.075, 0.506], [1.360, -1.312, 1.684], [-1.811, -1.112, 0.711], [2.801, 0.727, -0.115]],
  "smiles": "CC[P@@](C)(N)=O",
  "spin_multiplicity": 1,
  "e_lumo_ev": 0.8
}


No. 3
{
  "formula": "C4H13N2",
  "method": "the ωB97M-V functional and the def2-TZVPD basis",
  "elements": ["N", "N", "C", "C", "C", "C", "H", "H", "H", "H", "H", "H", "H", "H", "H", "H", "H", "H", "H"],
  "coordinates": [[-2.364, 1.199, -0.557], [1.625, 1.349, 0.766], [-1.648, -0.028, -0.892], [1.430, -1.414, 0.896], [0.339, -1.216, -0.133], [-0.701, -0.437, 0.205], [-2.377, -0.840, -1.063], [-2.894, 1.583, -1.343], [1.191, 0.336, -1.738], [1.431, -0.817, 1.811], [2.463, -1.311, 0.558], [1.260, 2.194, 1.191], [-2.911, 1.157, 0.284], [0.372, -1.855, -1.019], [1.293, -2.471, 1.242], [-1.107, 0.078, -1.833], [-0.974, -0.167, 1.218], [1.026, 0.983, -0.066], [2.546, 1.676, 0.474]],
  "spin_multiplicity": 2,
  "e_lumo_ev": [1.2, -0.8]
}


No. 4
{
  "formula": "C3H7NO2",
  "method": "the ωB97M-V functional and the def2-TZVPD basis",
  "elements": ["O", "O", "N", "C", "C", "C", "H", "H", "H", "H", "H", "H", "H"],
  "coordinates": [[-0.672, -0.264, 1.923], [-1.016, 1.078, -1.829], [0.146, 0.348, -1.565], [1.438, -0.727, 0.123], [0.228, 0.037, -0.329], [-0.811, 0.433, 0.701], [1.162, -1.715, 0.507], [-1.056, -1.142, 1.812], [-1.817, 0.328, 0.276], [-0.684, 1.497, 0.930], [-0.987, 1.180, -2.789], [2.136, -0.849, -0.708], [1.933, -0.204, 0.948]],
  "smiles": "C/C(CO)=N/O",
  "spin_multiplicity": 1,
  "e_lumo_ev": 0.8
}


No. 5
{
  "formula": "H12O8V",
  "method": "the ωB97M-V functional and the def2-TZVPD basis",
  "elements": ["V", "O", "O", "O", "O", "O", "O", "O", "O", "H", "H", "H", "H", "H", "H", "H", "H", "H", "H", "H", "H"],
  "coordinates": [[0.356, -0.934, -0.293], [-0.736, 1.952, 1.054], [3.923, 1.480, -0.471], [-1.071, -1.602, -0.026], [1.491, -3.796, -1.189], [0.244, -0.285, -1.717], [-4.092, 0.481, 2.640], [-2.288, 2.687, -3.780], [1.676, -1.918, 2.565], [2.043, -2.777, 2.773], [1.598, -1.479, 3.412], [-1.483, 1.845, 1.643], [-1.507, 3.124, -3.441], [-0.586, 2.897, 1.025], [4.258, 2.165, 0.106], [-4.290, -0.431, 2.849], [-2.093, 2.530, -4.704], [-4.789, 0.747, 2.039], [2.169, -3.829, -1.864], [4.144, 1.779, -1.353], [1.034, -4.633, -1.268]],
  "total_charge": 1,
  "spin_multiplicity": 1,
  "e_lumo_ev": -6.5
}


No. 6
{
  "formula": "C14H33BiCl2N3OP3",
  "method": "the ωB97M-V functional and the def2-TZVPD basis",
  "elements": ["Bi", "Cl", "Cl", "P", "P", "P", "O", "N", "N", "N", "C", "C", "C", "C", "C", "C", "C", "C", "C", "C", "C", "C", "C", "C", "H", "H", "H", "H", "H", "H", "H", "H", "H", "H", "H", "H", "H", "H", "H", "H", "H", "H", "H", "H", "H", "H", "H", "H", "H", "H", "H", "H", "H", "H", "H", "H", "H"],
  "coordinates": [[0.000, 0.000, 0.000], [-1.038, 0.375, -5.006], [-1.810, -0.186, -1.543], [0.020, -0.479, 2.692], [0.000, -2.317, 0.053], [-0.219, 2.294, -0.245], [1.461, 0.612, -4.188], [-1.241, 1.038, 4.531], [0.047, -0.779, 5.467], [1.235, 1.100, 4.504], [-0.024, 1.893, 4.581], [-1.876, 2.929, 0.209], [-1.181, 0.020, 5.589], [0.278, -3.090, -1.585], [-1.449, 0.428, 3.201], [0.790, 0.330, -5.127], [0.923, 3.366, 0.707], [-0.008, 2.873, -1.970], [1.239, 0.080, 5.564], [-1.593, -3.042, 0.591], [1.230, -3.145, 1.129], [0.053, -1.540, 4.212], [1.461, 0.502, 3.168], [1.232, -0.086, -6.500], [-1.204, 0.514, 6.586], [-0.203, 3.948, -2.053], [2.385, -0.114, 3.139], [0.801, 3.167, 1.775], [-0.820, -2.227, 4.187], [2.167, -0.533, 5.514], [-1.961, 4.001, -0.004], [1.012, 2.658, -2.300], [-2.354, -0.216, 3.167], [0.960, -2.179, 4.207], [2.322, -0.102, -6.540], [1.602, 1.310, 2.439], [1.258, 0.577, 6.560], [-2.078, -0.639, 5.551], [-0.028, 2.464, 5.537], [-0.705, 2.316, -2.601], [-1.587, 1.230, 2.489], [-0.058, 2.660, 3.782], [-1.791, -2.749, 1.626], [0.823, -1.076, -6.726], [1.084, -2.821, 2.162], [1.275, -2.822, -1.945], [1.133, -4.234, 1.071], [-2.383, -2.634, -0.045], [1.955, 3.131, 0.431], [2.238, -2.854, 0.819], [0.725, 4.425, 0.509], [-2.621, 2.372, -0.365], [-0.464, -2.687, -2.279], [0.188, -4.180, -1.528], [-1.576, -4.135, 0.516], [0.828, 0.612, -7.237], [-2.051, 2.752, 1.274]],
  "total_charge": 2,
  "spin_multiplicity": 1,
  "e_lumo_ev": [-8.3, -8.3]
}